i | The following is a quantum chemistry calculation of 3 unconnected molecules or ions with the total composition C6H18N2O, from the OMol25 dataset.

Charge: 0
Orbital gap: 8.43 eV
Highest occupied orbital energy: -7.5 eV
M: 134.223 g mol⁻¹
LUMO energy: 0.9 eV
Spin multiplicity: 1

Positions of all 27 atoms, in Å:
C 1.70326 -0.10462 -1.28974
C 0.19987 2.35922 0.91547
C 2.28392 0.97518 -2.06318
N 2.37445 -0.87405 -0.45930
O 0.76179 1.57806 -0.08091
H 0.69059 -0.41863 -1.51416
H 3.28473 -0.55845 -0.15108
H 1.79289 -1.36027 0.25420
H 0.60334 3.38606 0.90550
H -0.89635 2.47353 0.80137
H 0.38364 1.96189 1.93439
H 1.94581 0.99678 -3.09657
H 3.36483 1.06841 -1.96879
H 1.76581 1.81426 -1.46457
C -0.96655 -1.95302 0.65435
C -2.33366 -1.26616 0.76195
C -2.48587 -0.08612 -0.20230
N 0.16856 -1.18939 1.19499
H 0.13499 -0.20096 0.90457
H 0.15531 -1.21377 2.20837
H -0.76344 -2.16887 -0.40086
H -0.99251 -2.91780 1.16794
H -3.12234 -1.99964 0.56307
H -2.47382 -0.92492 1.79345
H -3.43805 0.42670 -0.05415
H -1.67372 0.63360 -0.07486
H -2.46750 -0.43702 -1.23913

Löwdin population analysis, charges in e, atoms 1 to 2:
1. C -0.182
2. C -0.310


ii | The following is a quantum chemistry calculation of 3 unconnected molecules or ions with the total composition C6H18N2O, from the OMol25 dataset.

Charge: 0
Orbital gap: 10.28 eV
Highest occupied orbital energy: -9.3 eV
SMILES string: CC(C)NN.CC=O.C
M: 134.223 g mol⁻¹
LUMO energy: 0.9 eV
Spin multiplicity: 1

Positions of all 27 atoms, in Å:
C -1.04798 -1.63062 0.13521
C -1.75959 -0.34323 0.53334
C -1.59790 -0.07389 2.02884
N -1.17911 0.76465 -0.23126
N -1.91376 1.97623 -0.22136
H 0.01998 -1.53769 0.31395
H -1.42986 -2.46554 0.71552
H -1.20191 -1.84542 -0.92002
H -2.84073 -0.44222 0.30751
H -2.01282 -0.89900 2.60099
H -0.54406 0.02868 2.27167
H -2.11535 0.83669 2.32396
H -1.08362 0.48537 -1.20594
H -1.77589 2.42897 0.67786
H -2.91868 1.81443 -0.34274
C 1.88011 1.34945 0.34731
C 2.39032 0.14417 1.05030
O 3.01649 -0.74903 0.55508
H 0.80265 1.21182 0.18218
H 2.01315 2.23857 0.95773
H 2.36651 1.47032 -0.61582
H 2.12720 0.11553 2.13199
C 1.76029 -0.97498 -2.71886
H 2.35423 -1.06748 -1.82013
H 1.14587 -1.86107 -2.83823
H 2.41821 -0.87668 -3.57505
H 1.12627 -0.09800 -2.64404

Löwdin population analysis, charges in e, atoms 1 to 2:
1. C -0.057
2. C -0.464


Which structure is most stable, and how do the rest compare? From most to least stable: ii, i.


i | The following is a quantum chemistry calculation of CH4N2 in the gas phase, from the OMol25 dataset.

Charge: 0
Orbital gap: 9.28 eV
Highest occupied orbital energy: -8.3 eV
SMILES string: [H]/N=C/N
M: 44.057 g mol⁻¹
LUMO energy: 1.0 eV
Spin multiplicity: 1

Positions of all 7 atoms, in Å:
H -0.39418 0.24371 1.90180
N 0.41089 -0.06867 1.35836
C -0.09744 -0.34085 0.18604
N 0.28388 0.16354 -0.98243
H -0.96254 -1.00934 0.28365
H 0.93468 0.93058 -0.87796
H -0.17529 0.08104 -1.86946

Löwdin population analysis, charges in e, atoms 1 to 2:
1. H 0.024
2. N -0.013


ii | The following is a quantum chemistry calculation of a molecular structure, CH4N2, from the OMol25 dataset.

Charge: 0
Orbital gap: 9.62 eV
Highest occupied orbital energy: -9.2 eV
M: 44.057 g mol⁻¹
LUMO energy: 0.4 eV
Spin multiplicity: 1

Positions of all 7 atoms, in Å:
N -0.69307 0.67845 -0.78381
C 0.18997 0.37540 0.05820
N 0.57598 -0.86571 0.71243
H 0.99671 -0.56743 -0.32695
H -1.62097 0.32550 -0.57373
H 0.56136 1.15521 0.73771
H -0.11491 -1.61098 0.58474

Löwdin population analysis, charges in e, atoms 1 to 2:
1. N 0.057
2. C -0.481


Which structure is most stable, and how do the rest compare? From most to least stable: i, ii.


i | The following is a quantum chemistry calculation of C3H9O2P in the gas phase, from the OMol25 dataset.

Charge: 0
Orbital gap: 10.55 eV
Highest occupied orbital energy: -9.7 eV
SMILES string: CC[P@@H](=O)OC
M: 108.077 g mol⁻¹
LUMO energy: 0.8 eV
Spin multiplicity: 1

Positions of all 15 atoms, in Å:
C -1.18279 1.90053 -0.38447
C -0.97378 0.55395 0.17792
P 0.68383 0.35026 1.06485
O 0.93864 1.48547 1.99628
O 0.59870 -1.05779 1.81396
C 0.51138 -2.26342 0.97527
H -0.94042 2.79834 0.36282
H -0.50735 2.11204 -1.18420
H -2.17375 2.08242 -0.76176
H -0.96459 -0.20504 -0.70365
H -1.58415 0.29234 1.07045
H 1.90268 0.33770 0.32398
H -0.35193 -2.85659 1.38004
H 1.42247 -2.72725 1.13740
H 0.45095 -1.85407 -0.02122

Löwdin population analysis, charges in e, atoms 1 to 2:
1. C -0.195
2. C -0.326


ii | The following is a quantum chemistry calculation of 4 unconnected molecules or ions with the total composition C3H9O2P, from the OMol25 dataset.

Charge: 0
Orbital gap: 9.75 eV
Highest occupied orbital energy: -9.3 eV
M: 108.077 g mol⁻¹
LUMO energy: 0.4 eV
Spin multiplicity: 1

Positions of all 15 atoms, in Å:
C 0.61312 -1.54315 -2.10391
C -3.91797 3.05992 1.14987
C 0.15839 -1.09015 1.23681
O -4.00908 3.86345 2.02053
O 1.22093 -0.68467 0.44129
P 1.82541 -1.20722 -0.99561
H -0.48216 -1.79093 -2.01305
H 1.02431 -2.00260 -3.04532
H -2.97748 3.04524 0.39959
H -4.74817 2.41109 0.77885
H 6.16086 -0.20323 -1.06143
H -0.57395 -1.61723 0.54107
H -0.08164 -0.13580 1.72612
H 0.52121 -1.76653 2.05673
H 5.26621 -0.33820 -1.13154

Löwdin population analysis, charges in e, atoms 1 to 2:
1. C -0.372
2. C -0.182


Which structure is most stable, and how do the rest compare? From most to least stable: i, ii.


i | The following is a quantum chemistry calculation of C5H11N3O3 in the gas phase, from the OMol25 dataset.

Charge: 0
Orbital gap: 10.14 eV
Highest occupied orbital energy: -9.4 eV
SMILES string: O=NN(O)N1CCC[C@H]1CO
M: 161.161 g mol⁻¹
LUMO energy: 0.7 eV
Spin multiplicity: 1

Positions of all 22 atoms, in Å:
O 2.70619 1.17909 1.10510
N 2.00049 0.33077 0.59432
N 0.96976 0.79606 -0.15553
O 0.73495 2.15648 -0.22002
N 0.04799 -0.07335 -0.56124
C -0.49865 0.01739 -1.97262
C -1.95793 -0.50631 -1.79606
C -2.33963 -0.18584 -0.33069
C -1.00651 -0.29818 0.45345
C -0.82054 -1.71253 1.01436
O 0.33356 -1.75495 1.81770
H 1.49975 2.53112 0.29570
H 0.12645 -0.54402 -2.64718
H -0.40864 1.06535 -2.23025
H -2.02590 -1.61144 -2.06023
H -2.61216 0.02376 -2.44372
H -3.11157 -0.81799 0.07694
H -2.71197 0.80657 -0.23414
H -0.95711 0.46722 1.24329
H -0.82890 -2.39580 0.06913
H -1.62140 -2.07539 1.64754
H 1.06569 -1.35586 1.30717

Löwdin population analysis, charges in e, atoms 1 to 2:
1. O -0.041
2. N -0.025


ii | The following is a quantum chemistry calculation of C5H11N3O3 in the gas phase, from the OMol25 dataset.

Charge: 0
Orbital gap: 10.12 eV
Highest occupied orbital energy: -9.4 eV
SMILES string: O=NN(O)N1CCC[C@H]1CO
M: 161.161 g mol⁻¹
LUMO energy: 0.7 eV
Spin multiplicity: 1

Positions of all 22 atoms, in Å:
O 0.00550 2.85471 -0.26709
N 0.24855 1.78267 0.29142
N 0.76066 0.88608 -0.52915
O 0.76835 1.15183 -1.88222
N 0.96765 -0.44091 -0.22391
C 1.73438 -0.64504 1.01814
C 0.70618 -0.76029 2.17757
C -0.65751 -0.98332 1.48512
C -0.29209 -1.19114 -0.00159
C -1.35868 -0.83709 -1.01829
O -2.53713 -1.62315 -0.82760
H 0.43734 2.09167 -1.88323
H 2.46878 0.14682 1.16434
H 2.30758 -1.56846 0.89853
H 0.71898 0.13714 2.78584
H 0.99501 -1.57859 2.85321
H -1.21977 -1.82851 1.88276
H -1.25229 -0.07603 1.60719
H 0.01723 -2.23196 -0.12920
H -0.97063 -0.93207 -2.05951
H -1.66669 0.19904 -0.86600
H -2.36096 -2.51979 -1.17283

Löwdin population analysis, charges in e, atoms 1 to 2:
1. O -0.072
2. N 0.002


iii | The following is a quantum chemistry calculation of C5H11N3O3 in the gas phase, from the OMol25 dataset.

Charge: 0
Orbital gap: 10.12 eV
Highest occupied orbital energy: -9.3 eV
SMILES string: N[C@]1(O)CCN[C@]1(N)C(=O)O
M: 161.161 g mol⁻¹
LUMO energy: 0.8 eV
Spin multiplicity: 1

Positions of all 22 atoms, in Å:
N 0.13512 -1.03032 1.54060
C 0.54275 -0.75121 0.25442
O 0.91216 -1.94963 -0.42032
C 1.72773 0.14269 0.22917
C 1.14071 1.56409 0.34563
N -0.13271 1.42750 -0.43938
C -0.56569 0.04525 -0.49305
N -0.68016 -0.29533 -1.88629
C -1.95696 -0.07458 0.16127
O -2.65085 -1.08993 0.12543
O -2.34823 1.10368 0.67941
H -0.73258 -1.68250 1.62581
H 0.77931 -1.49042 2.12793
H 0.46992 -2.72540 -0.00743
H 2.26028 0.03637 -0.79879
H 2.49505 -0.10957 1.03642
H 0.78316 1.68236 1.29801
H 1.77131 2.31929 -0.02245
H 0.07598 1.63184 -1.45518
H -1.23950 -1.12683 -2.00541
H -1.02583 0.50250 -2.47925
H -1.76098 1.87013 0.58344

Löwdin population analysis, charges in e, atoms 1 to 2:
1. N 0.123
2. C -0.601


Which structure is most stable, and how do the rest compare? From most to least stable: iii, ii, i.